Formula: C21H27CrN14S2
Source: OMol25
Level of theory: ωB97M-V/def2-TZVPD

Its spin multiplicity is 4. As for the net charge: +2. The calculation puts the energy relative to the best compared isomer or geometry (same formula, charge and spin) at 29.28 kcal per mole. As for the highest occupied orbital energy (spin up / spin down): -12.2 / -12.2 eV. As for the expectation value of S²: 3.807.

XYZ file:
```
65
Properties=species:S:1:pos:R:3:forces:R:3:lowdin_spin:R:1
Cr -0.813175 -0.171086 1.220967 0.0037 -0.4989 0.8267 2.97
C -2.428844 2.581215 4.236003 -0.7444 0.4345 0.2611 0.01
C -2.286759 1.583904 3.151150 3.0818 -1.5627 -1.5961 0.06
N -1.041528 1.217297 2.728600 -1.9511 0.4106 1.2068 -0.06
N -0.030142 1.806762 3.390865 2.1200 0.1068 -1.0345 -0.02
C 1.227081 1.521069 2.929848 -1.9545 0.1063 1.5129 -0.01
N 2.214965 2.138314 3.648226 -0.3497 0.1725 -0.7030 -0.01
S 1.512055 0.258681 1.765425 -0.0637 0.2611 -0.3511 -0.03
C -3.324829 0.870464 2.393381 -1.7021 0.3756 -0.7985 0.00
C -4.701594 1.241916 2.449700 1.3107 0.2006 0.2025 0.01
C -5.611338 0.688879 1.552055 -0.5368 -0.2928 0.8577 0.00
C -5.199178 -0.422213 0.796817 0.1802 0.7569 0.2498 0.01
C -3.834824 -0.684870 0.707578 -0.1515 0.1693 0.0990 0.01
N -2.923806 -0.036698 1.452905 0.1270 0.2533 0.0999 0.00
H -1.497054 2.649579 4.789753 -0.1188 -0.2724 0.0997 0.00
H -3.259169 2.303639 4.903593 0.2307 0.2331 -0.2044 0.00
H -2.589906 3.619612 3.872138 -0.1663 -0.6503 -0.0706 0.00
H 1.887309 2.793761 4.352007 -0.1595 -0.2442 -0.1947 0.00
H 3.089882 2.447713 3.234990 -0.2101 -0.7168 -0.1218 0.00
H -4.992567 1.990389 3.202827 0.0413 -0.3188 -0.6323 0.00
H -6.654301 1.098195 1.562668 1.0222 -0.7932 -0.1440 0.00
H -5.903899 -1.065299 0.299527 -0.0924 0.1760 -0.4486 0.00
H -3.462816 -1.383995 -0.051182 -0.0508 0.1058 0.5525 0.00
N -1.638546 -3.722540 3.551321 0.3672 0.9312 -1.6851 0.00
C -1.411709 -2.390891 3.596150 0.6281 -0.9308 -0.2617 0.01
N -0.986736 -1.980341 2.393502 0.0642 -0.3230 0.2914 -0.01
C -0.933089 -3.139397 1.646347 -2.0986 -0.8408 1.2371 0.00
N -1.413844 -4.208547 2.272119 0.9301 1.2731 1.1837 0.00
C -0.533545 -3.121861 0.265271 -0.3073 -0.1198 -0.3153 0.00
C -0.119849 -4.279601 -0.398876 0.6655 -0.1540 -0.4379 0.00
N 0.539799 -4.248530 -1.591149 -0.9109 0.9541 1.5881 0.00
C 0.774994 -3.007038 -1.999024 -0.2083 -0.5173 -0.2024 0.00
C 0.243669 -1.863321 -1.379626 -0.3251 1.3812 -1.0128 0.01
N -0.518509 -1.869579 -0.277394 2.0067 -0.9456 0.0149 0.00
H -1.861127 -4.370023 4.294526 -0.1471 0.1149 -0.0013 0.00
H -1.404518 -1.817987 4.518496 -0.3023 0.0031 -0.3242 0.00
H -0.227929 -5.271501 0.055467 -0.1219 0.5490 -0.0222 0.00
H 1.374901 -2.939213 -2.891195 0.1818 0.4992 -0.1390 0.00
H 0.418474 -0.906322 -1.889460 -0.0750 -0.3738 0.3818 0.00
C 4.849294 -3.568259 -5.173492 -1.0043 1.1154 0.1151 0.00
C 5.393981 -2.109230 -5.286204 1.5781 -0.1475 1.2084 0.00
C 4.910069 -1.209753 -4.165041 -3.2977 -1.0805 0.8793 0.00
N 3.713862 -1.495417 -3.621909 2.4800 0.2623 -0.3628 0.00
N 3.373295 -0.703633 -2.564789 0.8426 1.1295 -0.2633 0.00
C 4.261581 0.256906 -2.382790 -0.9274 -0.4194 -0.1961 0.00
N 4.086326 1.200979 -1.422315 -1.4877 -0.3137 0.9525 0.00
S 5.606606 0.252168 -3.484484 -0.3565 -0.8610 0.0748 0.00
H 5.148879 -4.221227 -6.008002 -0.3740 0.5674 0.1001 0.00
H 3.741782 -3.476286 -5.005859 1.0210 -0.5291 -0.6192 0.00
H 5.236857 -4.029959 -4.277791 0.2128 -0.0292 0.3615 0.00
H 5.128523 -1.580363 -6.188028 0.1354 -0.2499 -0.6685 0.00
H 6.509381 -2.149507 -5.158242 -0.8363 0.1422 -0.6313 0.00
H 3.194156 1.223136 -0.901766 1.0039 -0.2740 -0.7069 0.00
H 4.654131 1.997585 -1.320632 0.7525 0.6255 -0.1157 0.00
C -1.411055 4.741876 -0.291472 0.3015 -0.0265 -0.8865 0.00
N -1.049388 3.566872 -1.139068 -0.8494 -1.4761 1.7053 0.02
C -0.700967 3.626007 -2.571661 -0.2809 0.8554 -0.7471 0.00
C -1.088606 2.392743 -0.523443 1.4116 -1.0864 -1.2274 0.03
N -0.923374 1.280373 -0.158014 -0.8323 2.4321 -0.1719 -0.01
H -1.435343 5.603772 -0.962130 -0.1111 -0.0635 0.2681 0.00
H -0.631662 4.868320 0.441134 0.2820 0.2610 0.2679 0.00
H -2.364257 4.624016 0.224374 -0.0403 -0.1191 -0.3213 0.00
H 0.161068 4.321353 -2.716197 -0.4551 -0.8099 0.1881 0.00
H -1.550217 4.073972 -3.154076 0.6194 -0.5859 0.5779 0.00
H -0.492951 2.603023 -2.944444 -0.0006 0.7677 0.2548 0.00
```
Positions in Å, forces in eV/Å.